1.
# C4H8N2O

An isolated molecule of C4H8N2O (wB97M-V/def2-TZVPD, OMol25).

XYZ file:
```
15
Properties=species:S:1:pos:R:3:forces:R:3
C 0.48541 -0.50971 2.00181 0.0 -0.1 0.0
C 0.46730 0.53908 0.93118 0.0 0.1 0.3
O 1.54141 0.58370 0.00935 0.1 -0.1 -0.1
C 0.37796 -0.02257 -0.54081 -0.3 0.2 -0.2
N 0.22321 -1.29135 -0.95501 0.2 0.0 0.1
C -0.51988 0.90422 -1.23465 -0.2 -0.1 -0.1
N -1.37044 0.29193 -1.99176 0.1 0.1 0.1
H 0.38872 -1.49770 1.53524 0.0 0.1 0.1
H -0.35775 -0.36169 2.68417 0.1 0.0 -0.1
H 1.41214 -0.47194 2.58446 -0.1 0.0 -0.1
H 0.12725 1.53505 1.22964 0.0 -0.2 -0.1
H 1.01986 -1.86684 -0.71652 -0.1 0.0 0.0
H -0.52321 1.97975 -1.09336 0.0 -0.1 0.0
H -2.12620 0.73245 -2.49484 0.1 0.0 0.1
H -1.10202 -0.73811 -1.99840 0.0 0.1 0.0
```
Positions in Å, forces in eV/Å.

## Properties
E_HOMO in eV: -7.09
F_max in eV Å⁻¹: 0.41
Kohn-Sham gap in hartree: 0.27363


2.
# C4H8N2O

A cluster of 2 separate species, C4H8N2O in total at a distorted geometry (wB97M-V/def2-TZVPD, OMol25).

XYZ file:
```
15
Properties=species:S:1:pos:R:3:forces:R:3
C -0.61264 -0.61895 -2.29277 0.0 0.1 -0.1
C -1.15690 -0.53334 -0.90499 -0.4 0.0 0.0
O -2.19260 -0.00657 -0.58334 0.5 -0.5 0.0
C -0.28507 -1.32006 0.01535 0.6 -0.9 0.5
N 0.48418 -1.98096 0.57473 -0.8 0.4 -0.5
H -0.80282 -1.65430 -2.59808 0.1 0.1 -0.2
H -1.13108 0.07413 -2.95393 0.1 -0.1 0.0
H 0.47030 -0.46611 -2.28999 -0.2 0.0 -0.1
C 1.12494 1.29475 1.63108 0.2 0.1 0.1
N -0.09848 0.96243 0.92807 -0.2 0.2 0.2
H 1.60417 2.14604 1.14292 0.0 -0.1 0.1
H 1.79860 0.43044 1.57592 0.0 0.2 0.0
H 0.95847 1.53615 2.68888 0.2 0.1 -0.1
H -0.68006 1.75941 0.70206 0.1 0.1 0.2
H -0.64976 0.34106 1.51130 -0.1 0.2 -0.1
```
Positions in Å, forces in eV/Å.

## Properties
E_HOMO in eV: -9.54
F_max in eV Å⁻¹: 1.18
Kohn-Sham gap in hartree: 0.36193


3.
# C4H8N2O

A cluster of 2 separate species, C4H8N2O in total at a distorted geometry (wB97M-V/def2-TZVPD, OMol25).

XYZ file:
```
15
Properties=species:S:1:pos:R:3:forces:R:3
C 1.48651 -1.29137 0.72908 1.1 -1.4 1.0
C 0.33229 -0.34909 0.57329 -2.0 -0.9 2.0
C -1.05485 -0.45604 1.00233 0.7 -2.5 -1.9
N -1.61631 0.73781 0.54675 -1.3 -2.1 2.7
C -0.61718 1.54047 0.30641 1.4 1.4 -3.5
N 0.57607 0.86438 0.06941 -2.3 2.9 1.9
H 2.49022 -0.78391 0.58255 -1.4 -0.3 0.3
H 1.55738 -1.94853 1.70596 -0.5 1.7 -1.7
H 1.41052 -2.02700 -0.06500 0.2 -0.3 -0.2
H -1.68879 -1.41116 1.19426 1.3 2.1 -0.2
H -2.62028 0.98821 0.60073 1.3 -0.2 0.2
H -0.98389 2.54589 0.05307 1.4 -0.2 -0.2
O 0.24570 0.22085 -2.71782 -0.5 0.4 1.0
H -0.07375 0.23457 -1.78003 0.5 -0.2 -1.2
H 0.55635 1.13492 -2.80098 0.1 -0.3 -0.1
```
Positions in Å, forces in eV/Å.

## Properties
E_HOMO in eV: -8.60
F_max in eV Å⁻¹: 4.19
Kohn-Sham gap in hartree: 0.34003


4.
# C4H8N2O

An isolated molecule of C4H8N2O at a distorted geometry (wB97M-V/def2-TZVPD, OMol25).

XYZ file:
```
15
Properties=species:S:1:pos:R:3:forces:R:3
H 1.06235 1.75812 -0.64972 0.0 -0.2 0.2
N 1.60401 1.02668 -1.09788 -0.2 0.5 -0.3
C 1.30254 -0.14537 -0.78042 -0.2 -0.4 1.0
N 1.82892 -1.23208 -1.41331 -0.1 -0.4 0.3
O 0.47081 -0.57908 0.30310 0.8 0.1 -1.1
C -0.73550 0.04392 0.45484 -0.5 0.8 -0.3
C -1.38644 0.61282 -0.56058 -0.1 -0.4 0.3
C -1.21645 0.02305 1.87341 0.3 -0.2 -0.1
H 2.67053 -1.05929 -1.93665 0.0 0.1 0.0
H 1.78517 -2.10125 -0.90830 0.0 0.0 0.0
H -2.31644 1.12527 -0.38916 -0.2 0.0 0.1
H -1.07364 0.51648 -1.58785 0.2 0.1 0.0
H -0.38573 0.19598 2.55594 0.0 0.1 0.0
H -1.98167 0.77457 2.03590 -0.1 0.0 0.0
H -1.62846 -0.95983 2.10069 0.0 0.0 0.1
```
Positions in Å, forces in eV/Å.

## Properties
E_HOMO in eV: -8.94
F_max in eV Å⁻¹: 1.41
Kohn-Sham gap in hartree: 0.36314


5.
# C4H8N2O

An isolated molecule of C4H8N2O (wB97M-V/def2-TZVPD, OMol25).

XYZ file:
```
15
Properties=species:S:1:pos:R:3:forces:R:3
N 1.61349 -0.98231 -1.21156 0.1 0.1 -0.1
C 1.76829 -0.31541 -0.02823 0.1 0.0 0.1
O 2.83266 0.15558 0.32133 -0.3 -0.2 -0.1
C 0.50806 -0.22809 0.83207 0.0 0.0 0.1
N -0.34000 0.86096 0.37031 0.2 0.0 0.0
C -1.71705 0.82211 0.81745 -0.2 0.0 0.2
C -1.37054 0.53698 -0.59696 -0.1 -0.1 -0.2
H 2.37731 -0.93307 -1.86853 -0.1 0.0 0.1
H 0.70765 -1.24603 -1.56054 0.1 0.1 0.1
H -0.02424 -1.19804 0.83748 0.1 0.1 0.0
H 0.83274 -0.00271 1.85103 0.0 0.0 -0.2
H -2.02745 -0.02745 1.42698 0.1 0.1 -0.1
H -2.14810 1.77739 1.10527 0.1 -0.1 -0.1
H -1.47129 -0.50018 -0.92496 0.0 0.1 0.1
H -1.54153 1.28027 -1.37115 0.0 -0.1 0.1
```
Positions in Å, forces in eV/Å.

## Properties
E_HOMO in eV: -9.43
F_max in eV Å⁻¹: 0.40
Kohn-Sham gap in hartree: 0.37975


6.
# C4H8N2O

A cluster of 2 separate species, C4H8N2O in total at a distorted geometry (wB97M-V/def2-TZVPD, OMol25).

XYZ file:
```
15
Properties=species:S:1:pos:R:3:forces:R:3
C 1.54263 0.89185 -0.99059 -0.1 0.1 -0.1
N 0.44852 0.80067 -0.27803 -0.1 0.0 0.0
C -0.53565 -0.12869 -0.27782 0.1 0.1 -0.1
C -1.61432 0.03633 0.75995 -0.2 -0.1 -0.2
O -1.08348 0.63492 1.93594 0.1 -0.2 0.2
C -0.62545 -1.04252 -1.34440 -0.1 -0.5 -0.7
N -0.70241 -1.78748 -2.23668 0.1 0.7 0.8
H 1.69151 0.20952 -1.81813 0.0 0.1 0.1
H 2.25236 1.67134 -0.75544 -0.2 -0.1 0.0
H 1.98388 -1.09079 0.26270 0.0 -0.2 0.1
H 0.34703 1.43010 0.52051 0.1 0.0 -0.1
H 1.31078 -1.37354 0.44813 0.2 -0.1 0.0
H -2.07470 -0.93775 0.96695 0.1 0.2 -0.1
H -2.41076 0.71414 0.43421 0.0 0.0 0.0
H -0.52994 -0.02809 2.37272 -0.1 0.2 0.0
```
Positions in Å, forces in eV/Å.

## Properties
E_HOMO (spin up / spin down) in eV: -7.72 / -7.72
F_max in eV Å⁻¹: 1.05
Kohn-Sham gap (spin up / spin down) in hartree: 0.29975 / 0.29970


7.
# C4H8N2O

An isolated molecule of C4H8N2O at a distorted geometry (wB97M-V/def2-TZVPD, OMol25).

XYZ file:
```
15
Properties=species:S:1:pos:R:3:forces:R:3
H 1.34057 -0.83880 0.54531 0.3 -0.1 0.8
N 1.46970 -0.80754 1.57899 0.1 0.3 0.4
C 1.11126 0.34548 1.96870 -0.5 -0.4 0.4
N 0.68846 1.32103 1.07944 -3.9 2.6 1.4
O 0.29891 0.82995 -0.12958 1.5 0.7 -2.3
C -0.92068 0.16090 -0.12361 -1.1 -0.8 2.7
C -1.08631 -0.61297 -1.38691 -0.7 -1.2 -0.5
C -0.08194 -0.62631 -2.22830 2.2 -1.1 -1.1
H 0.96833 0.77114 3.00535 0.8 -1.1 -0.8
H -0.24164 1.82581 1.46066 2.9 -1.0 -0.6
H -0.79352 -0.50276 0.81339 -1.2 0.4 -1.4
H -1.73364 0.91421 0.06240 0.4 -0.7 -0.2
H -1.90734 -1.32933 -1.63426 0.2 1.2 0.8
H 0.84590 -0.17020 -1.86961 -0.3 0.2 -0.8
H 0.04194 -1.28060 -3.14195 -0.7 0.9 1.1
```
Positions in Å, forces in eV/Å.

## Properties
E_HOMO in eV: -9.67
F_max in eV Å⁻¹: 4.89
Kohn-Sham gap in hartree: 0.38425


8.
# C4H8N2O

An isolated molecule of C4H8N2O (wB97M-V/def2-TZVPD, OMol25).

XYZ file:
```
15
Properties=species:S:1:pos:R:3:forces:R:3
N -0.34209 -0.25635 -2.23030 0.0 0.0 -0.1
C -0.00147 0.86237 -1.54316 0.0 0.1 0.0
O 0.53710 1.83021 -2.05151 -0.2 -0.3 0.1
C -0.35919 0.84903 -0.06204 0.1 0.2 0.0
N -0.49334 -0.48872 0.49520 -0.1 0.0 -0.1
C -0.01322 -0.62681 1.86115 0.0 0.0 0.3
C 0.75708 -1.19570 0.73153 0.2 -0.1 -0.1
H -0.15909 -0.28164 -3.22110 0.0 0.0 0.1
H -0.81933 -1.01883 -1.77560 0.1 0.1 0.0
H 0.40690 1.45695 0.44259 -0.1 -0.1 -0.1
H -1.31930 1.36666 0.05514 0.2 0.0 0.0
H 0.39629 0.26684 2.33299 -0.1 -0.1 -0.1
H -0.59339 -1.26726 2.51981 0.1 0.1 -0.1
H 1.68525 -0.70230 0.44427 -0.1 0.0 0.1
H 0.72741 -2.26591 0.54036 0.0 0.2 0.0
```
Positions in Å, forces in eV/Å.

## Properties
E_HOMO in eV: -9.70
F_max in eV Å⁻¹: 0.35
Kohn-Sham gap in hartree: 0.39445


9.
# C4H8N2O

An isolated molecule of C4H8N2O at a distorted geometry (wB97M-V/def2-TZVPD, OMol25).

XYZ file:
```
15
Properties=species:S:1:pos:R:3:forces:R:3
C 0.60438 1.42540 -0.31164 0.0 0.1 0.0
C 0.59609 -0.01385 0.22197 0.0 0.0 -0.3
O 0.51541 -0.01991 1.62423 -0.1 -0.1 0.2
C 1.87346 -0.66641 -0.17488 0.8 -0.4 -0.3
N 2.86035 -1.17092 -0.50404 -0.9 0.5 0.3
C -0.57565 -0.81769 -0.39330 0.1 -0.1 -0.1
N -1.77171 -0.55011 0.39605 -0.1 0.1 -0.1
H 1.27927 2.03210 0.29515 0.0 -0.1 -0.1
H -0.39822 1.86569 -0.25117 0.2 -0.1 0.0
H 0.93656 1.44813 -1.35535 -0.1 0.0 0.2
H -0.32791 -0.45325 1.84584 0.1 0.1 0.0
H -0.36333 -1.88935 -0.33330 0.0 0.1 0.0
H -0.65145 -0.54973 -1.45642 0.0 0.0 0.1
H -2.56480 -1.07531 0.04253 0.1 0.0 0.1
H -2.01245 0.43523 0.35434 -0.1 -0.1 0.0
```
Positions in Å, forces in eV/Å.

## Properties
E_HOMO in eV: -10.55
F_max in eV Å⁻¹: 1.08
Kohn-Sham gap in hartree: 0.41103


10.
# C4H8N2O

A cluster of 2 separate species, C4H8N2O in total at a distorted geometry (wB97M-V/def2-TZVPD, OMol25).

XYZ file:
```
15
Properties=species:S:1:pos:R:3:forces:R:3
C -0.55156 -0.90984 -2.52462 0.0 -0.1 0.0
C 0.31433 -0.07896 -1.62021 0.4 -0.1 -0.1
O 1.48875 -0.25704 -1.42949 -0.5 0.1 -0.2
C -0.39800 1.07613 -1.00621 -0.5 0.9 0.3
N -0.99934 1.99167 -0.63233 0.6 -0.9 -0.4
H -0.87545 -0.28908 -3.36803 0.0 -0.1 0.1
H 0.02012 -1.76398 -2.89038 -0.1 0.1 0.1
H -1.45194 -1.24177 -1.99798 0.1 0.1 0.0
C -0.06984 0.07387 2.57344 -0.2 -0.1 0.2
N 0.80954 0.26870 1.42925 0.2 0.1 0.1
H -0.22739 -0.99863 2.72590 0.0 0.1 0.0
H -1.04285 0.52247 2.34724 0.1 -0.1 0.1
H 0.29238 0.50166 3.52154 -0.1 -0.1 -0.2
H 1.71757 -0.15503 1.58963 -0.1 0.0 0.0
H 0.97368 1.25983 1.28225 0.0 -0.1 0.0
```
Positions in Å, forces in eV/Å.

## Properties
E_HOMO in eV: -9.31
F_max in eV Å⁻¹: 1.12
Kohn-Sham gap in hartree: 0.34433